C18H15F3N3O2SSn | wB97M-V/def2-TZVPD

Each line ends with the natural charge from an NBO analysis.
Element x y z (Å)
Sn 0.11 1.63 -0.10  1.223
C 2.86 -1.53 -0.75  -0.673
C 2.28 -1.70 0.60  0.397
O 1.14 -1.01 0.85  -0.268
C 2.63 -2.42 1.69  -0.335
C 1.65 -2.16 2.67  0.290
C 1.52 -2.65 4.06  -0.659
N 0.78 -1.32 2.16  0.147
N -0.34 -0.88 2.78  -0.394
C -1.23 -0.12 2.17  0.618
O -1.17 0.33 0.97  -0.830
C -2.43 0.21 2.97  -0.083
C -2.41 0.21 4.36  -0.177
C -3.56 0.51 5.07  -0.209
C -4.74 0.80 4.39  -0.175
C -4.76 0.80 3.00  -0.213
C -3.61 0.52 2.29  -0.189
H 2.52 -2.33 -1.41  0.266
H 3.95 -1.57 -0.69  0.259
H 2.56 -0.58 -1.19  0.245
H 3.48 -3.07 1.79  0.266
H 2.29 -3.37 4.29  0.247
H 0.53 -3.10 4.20  0.267
H 1.59 -1.81 4.76  0.262
H -1.49 -0.03 4.88  0.226
H -3.54 0.52 6.15  0.227
H -5.64 1.03 4.95  0.227
H -5.69 1.03 2.48  0.224
H -3.61 0.51 1.21  0.221
F -0.92 2.52 -5.82  -0.312
C -1.29 1.39 -5.20  0.982
F -2.24 0.82 -5.95  -0.313
F -0.24 0.58 -5.19  -0.303
C -1.83 1.72 -3.82  -0.213
C -3.06 2.36 -3.77  -0.078
C -3.60 2.77 -2.56  -0.256
C -2.85 2.58 -1.43  0.085
N -1.67 1.96 -1.47  -0.600
C -1.15 1.48 -2.63  0.123
S 0.32 0.56 -2.38  -0.241
H -3.60 2.52 -4.69  0.251
H -4.57 3.24 -2.51  0.246
H -3.18 2.91 -0.45  0.223

**Lowest unoccupied orbital energy**: -3.32 eV
**Charge**: +1
**Energy relative to the best compared isomer or geometry (same formula, charge and spin)**: 0.0 kJ/mol
**Kohn-Sham gap**: 8.32 eV
**E_HOMO**: -11.640 eV
**Strongest force on any atom**: 0.4 eV/Å


CH5INO | wB97M-V/def2-TZVPD

Each line ends with the natural charge from an NBO analysis.
Element x y z (Å)
C -0.61 0.37 0.58  0.083
N 0.24 1.27 0.17  -0.684
O 0.37 -1.48 -0.55  -0.939
I -2.47 0.20 -0.31  0.403
H -0.38 -0.18 1.52  0.265
H 1.08 1.42 0.75  0.440
H 0.15 1.83 -0.68  0.445
H 1.02 -1.04 -1.01  0.479
H 0.59 -2.40 -0.48  0.510

**Lowest unoccupied orbital energy**: -4.99 eV
**Charge**: +1
**Energy relative to the best compared isomer or geometry (same formula, charge and spin)**: 21.9 kJ/mol
**Kohn-Sham gap**: 9.79 eV
**E_HOMO**: -14.781 eV
**Strongest force on any atom**: 3.2 eV/Å


C3H7NO | wB97M-V/def2-TZVPD

Each line ends with the natural charge from an NBO analysis.
Element x y z (Å)
C 0.31 -0.24 -0.72  0.021
C 0.10 1.23 -0.43  -0.624
C -0.89 -1.06 -0.61  0.234
O 1.44 -0.83 -0.16  -0.675
N -1.81 -1.65 -0.25  -0.302
H 2.19 -0.24 -0.28  0.480
H -0.65 -0.92 2.39  0.003
H -0.97 -0.56 3.01  -0.005
H 0.13 -0.50 -1.89  0.190
H -0.03 1.36 0.65  0.228
H -0.79 1.61 -0.94  0.236
H 0.97 1.80 -0.77  0.213

**Lowest unoccupied orbital energy**: 0.57 eV
**Charge**: 0
**Energy relative to the best compared isomer or geometry (same formula, charge and spin)**: 301.5 kJ/mol
**Kohn-Sham gap**: 11.11 eV
**E_HOMO**: -10.536 eV
**Strongest force on any atom**: 4.4 eV/Å


C3H9Br2N3 | wB97M-V/def2-TZVPD

Each line ends with the natural charge from an NBO analysis.
Element x y z (Å)
C 1.34 -0.85 0.22  0.441
C 0.50 -0.02 1.02  -0.280
C -1.43 0.59 -0.63  -0.163
N 1.05 -2.13 0.06  -0.692
N 2.39 -0.32 -0.39  -0.689
N -2.15 1.68 0.07  -0.774
Br -2.44 -1.01 -0.74  0.266
Br -0.51 1.21 -2.18  0.259
H -0.21 -0.49 1.68  0.235
H 0.81 0.99 1.23  0.231
H 0.28 -2.57 0.54  0.440
H 1.66 -2.74 -0.47  0.437
H 2.66 0.64 -0.24  0.439
H 3.04 -0.89 -0.92  0.439
H -3.04 1.94 -0.40  0.470
H -2.40 1.42 1.04  0.470
H -1.57 2.55 0.09  0.471

**Lowest unoccupied orbital energy (spin up / spin down)**: -9.54 / -9.61 eV
**Charge**: +2
**Energy relative to the best compared isomer or geometry (same formula, charge and spin)**: 67.8 kJ/mol
**Kohn-Sham gap (spin up / spin down)**: 8.19 / 7.69 eV
**E_HOMO (spin up / spin down)**: -17.731 / -17.296 eV
**Strongest force on any atom**: 1.3 eV/Å


C20H46N2O4 | wB97M-V/def2-TZVPD

Each line ends with the Mulliken charge.
Element x y z (Å)
C 2.41 -3.34 1.75  -1.372
C 3.67 -2.65 1.18  1.605
C 4.54 -3.75 0.59  -2.119
C 3.31 -1.69 0.05  -1.341
C 2.63 -0.45 0.58  0.284
C 3.61 0.28 1.50  -1.405
C 4.09 -0.60 2.65  1.651
C 5.36 0.05 3.24  -1.996
C 3.03 -0.63 3.77  -1.709
N 4.46 -1.91 2.15  0.299
O 4.82 -2.75 3.24  -0.528
H 1.80 -3.71 0.92  0.366
H 2.67 -4.20 2.37  0.366
H 1.79 -2.63 2.30  0.162
H 4.66 -4.59 1.28  0.412
H 4.07 -4.14 -0.32  0.402
H 5.53 -3.36 0.34  0.469
H 4.27 -1.39 -0.39  0.334
H 2.74 -2.20 -0.73  0.547
H 2.26 0.17 -0.23  0.144
H 1.77 -0.77 1.19  -0.207
H 3.10 1.14 1.95  0.496
H 4.45 0.63 0.90  0.346
H 6.17 -0.05 2.52  0.479
H 5.62 -0.36 4.21  0.383
H 5.17 1.12 3.38  0.393
H 2.06 -0.96 3.39  0.293
H 2.93 0.37 4.19  0.488
H 3.33 -1.35 4.52  0.382
H 5.73 -3.00 3.04  0.345
C -4.73 1.01 -1.70  -1.225
C -3.92 1.88 -2.70  1.792
C -4.08 1.33 -4.10  -2.006
C -4.46 3.30 -2.68  -1.382
C -4.06 4.12 -1.47  -0.526
C -2.55 4.10 -1.31  -1.464
C -1.97 2.68 -1.25  1.991
C -0.46 2.78 -1.38  -1.830
C -2.30 2.03 0.11  -1.505
N -2.49 1.97 -2.41  0.036
O -1.87 0.70 -2.57  -0.489
H -4.12 0.24 -1.25  -0.073
H -5.54 0.50 -2.23  0.483
H -5.22 1.63 -0.95  0.325
H -3.76 0.29 -4.18  0.374
H -3.51 1.91 -4.83  0.439
H -5.14 1.40 -4.40  0.441
H -4.06 3.85 -3.54  0.389
H -5.55 3.28 -2.82  0.385
H -4.54 3.80 -0.53  0.312
H -4.41 5.15 -1.61  0.396
H -2.24 4.66 -0.43  0.429
H -2.12 4.59 -2.19  0.363
H 0.02 1.82 -1.20  0.166
H -0.22 3.07 -2.40  0.459
H -0.09 3.52 -0.68  0.431
H -1.81 2.57 0.93  0.518
H -3.36 2.08 0.36  0.319
H -1.98 0.99 0.14  0.107
H -2.08 0.14 -1.80  0.261
C -1.49 -2.73 1.09  -0.553
C -2.65 -1.96 0.50  -0.322
O -2.50 -1.71 -0.90  -0.436
H -1.35 -3.69 0.59  0.299
H -1.68 -2.91 2.15  0.490
H -0.56 -2.17 1.02  -0.261
H -2.76 -1.00 1.00  0.257
H -3.58 -2.52 0.68  0.389
H -2.76 -2.49 -1.39  0.222
O 0.29 -1.37 -1.84  -0.647
H -0.46 -1.67 -1.31  0.326
H 0.08 -0.45 -2.06  0.351

**Structure (SMILES)**: CC1(C)CCCC(C)(C)N1O.CC1(C)CCCC(C)(C)N1O.CCO.O
**Lowest unoccupied orbital energy**: 0.45 eV
**Charge**: 0
**Energy relative to the best compared isomer or geometry (same formula, charge and spin)**: 0.0 kJ/mol
**Kohn-Sham gap**: 8.66 eV
**E_HOMO**: -8.219 eV
**Strongest force on any atom**: 0.9 eV/Å


CH2N2O2S | wB97M-V/def2-TZVPD

Each line ends with the natural charge from an NBO analysis.
Element x y z (Å)
C -0.98 -0.71 -0.01  0.076
N -0.57 -1.75 0.51  -0.227
N -0.60 0.65 0.29  -0.308
O 2.11 0.40 -0.94  -0.821
O 0.55 0.75 1.03  -0.541
S 2.02 0.19 0.48  1.247
H -1.75 -0.67 -0.84  0.201
H -0.76 1.15 -0.53  0.372

**Lowest unoccupied orbital energy (spin up / spin down)**: -1.07 / -1.16 eV
**Charge**: 0
**Energy relative to the best compared isomer or geometry (same formula, charge and spin)**: 639.6 kJ/mol
**Kohn-Sham gap (spin up / spin down)**: 9.16 / 7.86 eV
**E_HOMO (spin up / spin down)**: -10.229 / -9.012 eV
**Strongest force on any atom**: 4.0 eV/Å


> strongest force on any atom of number 5 (C20H46N2O4)?

0.9 eV/Å


> Number 5 is which compound?

C20H46N2O4


> Which of these has the highest energy relative to the best compared isomer or geometry (same formula, charge and spin)?

CH2N2O2S